A) {"formula": "C2H10NO2", "method": "the ωB97M-V functional and the def2-TZVPD basis", "species": ["C", "C", "N", "H", "H", "H", "H", "H", "H", "H", "H", "O", "H", "H", "O"], "positions_angstrom": [[0.3527, 0.1851, -0.5953], [0.5230, 1.4692, -0.8171], [1.4131, -0.4031, 0.2747], [-0.6229, -0.2750, -0.7118], [-0.1452, 2.1096, -1.3875], [1.3111, 2.0723, -0.5787], [0.9627, -0.2788, 1.2645], [1.6549, -1.3488, 0.0673], [2.3075, 0.1800, 0.1509], [-3.3706, -0.2907, -1.6683], [-2.5996, 0.2978, -2.7410], [-2.4991, 0.1078, -1.9031], [-0.3908, -1.7186, 2.7781], [0.6427, -0.7858, 3.2700], [0.4605, -1.3209, 2.5972]], "nbo_charge": [0.199, -0.043, -0.743, 0.306, 0.281, 0.238, 0.514, 0.486, 0.475, 0.516, 0.481, -0.792, 0.522, 0.492, -0.932], "s2": 0.754, "spin_multiplicity": 2, "charge": 2, "gap_ev": [10.82, 4.31], "lumo_ev": [-9.837, -15.128]}

B) {"formula": "C2H10NO2", "method": "the ωB97M-V functional and the def2-TZVPD basis", "species": ["C", "C", "N", "H", "H", "H", "H", "H", "H", "H", "H", "O", "H", "H", "O"], "positions_angstrom": [[0.7845, -0.9109, 0.4092], [1.4123, -2.1569, 0.2372], [0.3578, -0.0869, -0.6916], [0.4269, -0.5497, 1.3748], [1.4937, -2.8902, 1.0323], [1.8357, -2.4348, -0.7085], [0.9307, -0.2399, -1.5318], [-0.6409, -0.3413, -0.8493], [0.4552, 0.9119, -0.3482], [0.8270, 2.8570, -0.3052], [-0.6168, 3.2109, -0.1184], [-0.0534, 2.6151, -0.6345], [-2.5385, 0.3734, 0.5010], [-2.3215, -1.0279, 1.1450], [-1.8718, -0.3098, 0.6786]], "nbo_charge": [0.285, 0.037, -0.768, 0.291, 0.287, 0.251, 0.472, 0.531, 0.508, 0.492, 0.523, -0.950, 0.528, 0.523, -1.011], "s2": 0.752, "spin_multiplicity": 2, "charge": 2, "gap_ev": [9.33, 5.65], "lumo_ev": [-10.982, -14.625]}

Which of them is most stable? Easy: B).

A) {"formula": "H23O11", "method": "the ωB97M-V functional and the def2-TZVPD basis", "species": ["O", "H", "H", "O", "H", "H", "O", "H", "H", "O", "H", "H", "O", "H", "H", "O", "H", "H", "O", "H", "O", "H", "H", "O", "H", "H", "O", "H", "H", "O", "H", "H", "H", "H"], "positions_angstrom": [[2.1799, -3.8672, 0.3118], [-0.6202, 3.0541, 3.0737], [0.9713, -2.1418, 1.2936], [3.3565, 2.2695, -1.0071], [3.1076, -4.0295, 0.0114], [-1.7696, 2.3406, 3.8960], [0.5022, 0.4331, -3.9806], [-3.7897, 1.9678, -1.3242], [-0.9615, -4.7491, -2.2483], [1.3038, 0.9101, 1.9029], [1.8392, 0.1041, 1.6273], [-2.7160, 0.1537, -0.5185], [0.8147, -1.3426, 0.7813], [0.3583, -4.3757, -1.3425], [2.5881, 2.0448, -0.4607], [-0.9445, -0.4139, 2.1739], [-1.6976, -0.4706, 1.5192], [2.1365, -3.9366, 1.3279], [-1.1051, 2.2367, 3.2372], [-0.4456, 0.4702, -3.8121], [-2.7152, -0.7498, -0.0369], [0.9119, 0.4179, -3.0634], [4.2445, 1.8244, -0.8574], [0.0916, 2.8720, -1.9742], [-3.6734, -0.6854, -0.0265], [0.3195, 3.6380, -2.5507], [-2.9519, 1.4670, -1.4610], [0.8340, 2.6482, -1.4153], [-2.3946, 2.2495, -1.1377], [-0.5624, -4.1748, -1.5990], [1.5400, 1.2706, 2.7371], [-1.3223, 0.0801, 3.0454], [-0.3207, 0.3684, 1.9350], [0.8906, -1.8835, -0.0578]], "nbo_charge": [-0.982, 0.508, 0.475, -0.981, 0.502, 0.495, -0.933, 0.486, 0.488, -0.981, 0.534, 0.499, -0.976, 0.489, 0.475, -0.810, 0.572, 0.484, -0.994, 0.470, -0.984, 0.463, 0.505, -0.966, 0.476, 0.498, -0.934, 0.469, 0.500, -0.977, 0.494, 0.549, 0.574, 0.512], "charge": 1, "gap_ev": 9.65, "lumo_ev": -3.284}

B) {"formula": "H23O11", "method": "the ωB97M-V functional and the def2-TZVPD basis", "species": ["O", "H", "H", "O", "H", "H", "O", "H", "H", "O", "H", "H", "O", "H", "H", "O", "H", "H", "O", "H", "O", "H", "H", "O", "H", "H", "O", "H", "H", "O", "H", "H", "H", "H"], "positions_angstrom": [[0.0186, -0.7122, -2.8766], [0.8722, -0.5578, -2.7555], [-0.1987, -0.6341, 3.0436], [3.6127, 0.8369, -2.3448], [3.5041, 1.3117, -3.0178], [2.5493, -0.2193, -0.7799], [-3.6402, 1.0464, -0.6832], [3.6823, 2.6069, -0.1482], [-2.7379, -0.0009, -0.8717], [-1.1600, 1.2871, 0.4880], [-0.5707, 1.7161, 0.0368], [1.2917, 3.6291, 1.1106], [-0.5139, -0.9392, 2.2193], [-2.1433, -1.4978, -0.3433], [-1.3807, 1.6203, 1.2588], [-2.8907, -2.2242, 0.9370], [-3.6766, -1.6612, 1.0522], [-3.0902, 1.4658, -1.3773], [2.0899, -0.5210, -0.1581], [-3.2549, 1.5280, 0.1274], [0.5386, 3.1642, 1.5828], [0.8989, 2.7697, 2.4294], [4.2958, 0.3075, -2.7325], [-0.2655, -3.6030, 2.0262], [2.9149, -0.6953, 0.5123], [0.2330, -3.5695, 1.0981], [3.0675, 2.8183, -0.8938], [0.2837, -4.1285, 2.7133], [2.9384, 2.0425, -1.3482], [-1.8563, -0.7203, -0.8128], [-1.1865, -0.3949, -0.1019], [-3.0695, -2.9855, 0.5277], [-0.7381, -2.0092, 2.2296], [-0.4181, -1.0768, -2.1476]], "nbo_charge": [-0.938, 0.465, 0.473, -0.931, 0.460, 0.444, -0.873, 0.469, 0.523, -0.939, 0.493, 0.504, -1.036, 0.520, 0.488, -0.926, 0.501, 0.504, -0.912, 0.523, -0.986, 0.483, 0.489, -0.975, 0.467, 0.505, -0.950, 0.515, 0.467, -0.881, 0.580, 0.484, 0.522, 0.470], "charge": 1, "gap_ev": 10.71, "lumo_ev": -2.907}

C) {"formula": "H23O11", "method": "the ωB97M-V functional and the def2-TZVPD basis", "species": ["O", "H", "H", "O", "H", "H", "O", "H", "H", "O", "H", "H", "O", "H", "H", "O", "H", "H", "O", "H", "O", "H", "H", "O", "H", "H", "O", "H", "H", "O", "H", "H", "H", "H"], "positions_angstrom": [[3.1544, -1.7649, 0.0789], [2.9100, -2.4648, -0.5727], [2.7997, -0.9943, -0.2809], [-1.3226, 4.4765, -0.7239], [-2.2231, 4.3197, -1.0397], [-1.5158, 4.9722, 0.0324], [2.5171, -3.5994, -1.6023], [3.4252, -3.4510, -2.1687], [1.7299, -3.3888, -2.0715], [1.0323, 0.3531, -0.6616], [0.5902, 1.1979, -1.0162], [0.3111, -0.3186, -0.5156], [0.4110, -1.9530, 1.1121], [0.5753, -2.7010, 1.6231], [-0.5423, -1.6165, 0.8378], [-2.1500, -0.7461, -0.1235], [-2.4544, -0.6838, -1.0470], [-2.5889, -0.1730, 0.5802], [2.6959, -1.6769, 2.4923], [2.8134, -1.8880, 1.3364], [-4.0982, 0.5525, 1.1276], [-4.2033, -0.1757, 1.7833], [-4.6272, 1.3251, 1.4564], [2.2733, 0.9486, 2.7755], [2.9651, 1.5440, 2.3179], [1.7192, 1.4529, 3.4258], [-0.3075, 2.1530, -2.5687], [-1.1860, 2.1727, -2.2081], [-0.2091, 3.1836, -2.5996], [-3.1053, 0.4304, -2.5166], [-3.9014, -0.1685, -2.2702], [-3.4407, 1.3457, -2.5712], [2.4453, -0.5863, 2.5952], [3.5074, -2.0771, 2.9831]], "nbo_charge": [-0.909, 0.517, 0.520, -0.934, 0.462, 0.472, -0.951, 0.514, 0.505, -1.017, 0.515, 0.490, -1.037, 0.489, 0.536, -1.041, 0.511, 0.516, -0.929, 0.534, -0.969, 0.492, 0.499, -0.964, 0.524, 0.524, -0.935, 0.462, 0.485, -0.961, 0.488, 0.483, 0.575, 0.534], "charge": 1, "gap_ev": 10.73, "lumo_ev": -2.562}

Which of them is most stable? Easy: C).

A) {"formula": "CH3NO2S2", "method": "the ωB97M-V functional and the def2-TZVPD basis", "species": ["C", "N", "O", "O", "S", "S", "H", "H", "H"], "positions_angstrom": [[-1.5150, -0.7094, 0.5028], [-1.7294, 1.3020, -0.7843], [-0.3677, -0.7096, 0.3253], [-2.6167, -0.7137, 0.8279], [-1.5826, 2.6731, -0.0185], [3.5703, -0.7111, 0.4881], [-1.7090, 1.4744, -1.7964], [3.6332, -1.7943, -0.2212], [2.3170, -0.8113, 0.6762]], "nbo_charge": [1.047, -0.738, -0.547, -0.513, 0.401, -0.267, 0.350, 0.131, 0.136], "charge": 0, "gap_ev": [7.42, 7.42], "smiles": "O=C=O.N=S.S", "lumo_ev": [-1.793, -1.794]}

B) {"formula": "CH3NO2S2", "method": "the ωB97M-V functional and the def2-TZVPD basis", "species": ["C", "N", "O", "O", "S", "S", "H", "H", "H"], "positions_angstrom": [[-1.1846, 0.2753, -0.6394], [1.1687, 0.3292, 0.6393], [0.8554, -1.5009, -0.8498], [-0.5371, -1.4615, 1.1875], [-2.0336, 1.3057, 0.2978], [0.0669, -0.7608, 0.0689], [-1.4025, 0.1936, -1.7555], [1.1257, 1.3001, 1.0935], [1.9410, 0.3192, -0.0424]], "nbo_charge": [-0.617, -1.110, -0.924, -0.895, 0.191, 2.262, 0.251, 0.433, 0.410], "charge": 0, "gap_ev": 8.13, "smiles": "NS(=O)(=O)C=S", "lumo_ev": -1.739}

Which of them is most stable? Easy: A).

A) {"formula": "C6H8S", "method": "the ωB97M-V functional and the def2-TZVPD basis", "species": ["C", "C", "C", "C", "C", "C", "S", "H", "H", "H", "H", "H", "H", "H", "H"], "positions_angstrom": [[1.2147, -1.3286, 1.6361], [0.0016, 0.1617, -2.4167], [0.0875, -0.6802, 1.4994], [-0.0180, -0.4725, -1.2495], [-0.6041, 1.5865, 0.4092], [-0.3447, 0.0549, 0.1128], [-2.1084, 0.6592, 0.2194], [1.2840, -1.7356, 2.6836], [1.7346, -1.9399, 0.8202], [0.4117, -0.1516, -3.3439], [-0.2562, 1.2285, -2.5043], [-0.4973, -0.4329, 2.3724], [0.2078, -1.4597, -1.2955], [-0.5946, 2.0521, 1.4166], [-0.5185, 2.4581, -0.3597]], "nbo_charge": [-0.424, -0.356, -0.152, -0.202, -0.525, -0.158, 0.115, 0.206, 0.215, 0.206, 0.184, 0.214, 0.204, 0.237, 0.236], "charge": 0, "gap_ev": 9.34, "smiles": "C=CC1(C=C)CS1", "lumo_ev": 0.815}

B) {"formula": "C6H8S", "method": "the ωB97M-V functional and the def2-TZVPD basis", "species": ["C", "C", "C", "C", "C", "C", "H", "H", "H", "H", "H", "H", "H", "H", "S"], "positions_angstrom": [[-1.8422, 1.5562, 0.1533], [-1.1244, 0.5231, -0.1362], [0.1772, -1.8377, -0.0532], [0.9134, -0.6350, 0.4980], [1.7166, 0.6399, 0.0344], [0.3940, 0.3049, -0.4819], [-2.8203, 1.3077, 0.1617], [-1.6730, 2.6980, 0.0628], [-0.0565, -2.8247, 0.5217], [0.7272, -2.0790, -0.8936], [0.3327, -0.6409, 1.5680], [2.5120, 0.8040, -0.7228], [1.7356, 1.4399, 0.8074], [0.5300, -0.0355, -1.4784], [-1.5224, -1.2208, -0.0411]], "nbo_charge": [-0.449, -0.098, -0.505, -0.263, -0.358, -0.294, 0.196, 0.222, 0.219, 0.208, 0.224, 0.231, 0.234, 0.208, 0.227], "charge": 0, "gap_ev": 9.46, "smiles": "C=C1SC[C@H]2C[C@H]12", "lumo_ev": 0.989}

Which of them is most stable? Easy: A).

A) {"formula": "C11H13N", "method": "the ωB97M-V functional and the def2-TZVPD basis", "species": ["C", "C", "C", "C", "C", "C", "C", "C", "C", "C", "C", "N", "H", "H", "H", "H", "H", "H", "H", "H", "H", "H", "H", "H", "H"], "positions_angstrom": [[-3.5932, -0.3588, 0.1602], [-2.6207, -1.3501, 0.1756], [-3.1619, 0.9461, -0.0789], [-1.2960, -0.9863, 0.2182], [-1.8216, 1.2578, -0.0173], [-0.8517, 0.3021, 0.1325], [0.9217, 2.4058, -0.5909], [0.6260, 0.6656, 0.2669], [2.9251, 0.0954, -0.8476], [2.0542, -1.1046, 1.1161], [1.6137, -0.3800, -0.1519], [1.0077, 1.8877, 0.6478], [-4.6674, -0.7102, -0.0140], [-2.8336, -2.4484, 0.2862], [-3.9245, 1.7733, -0.2363], [-0.4538, -1.6549, 0.4162], [-1.6116, 2.3121, -0.3129], [0.6985, 1.8424, -1.5033], [3.4500, -0.7679, -0.9402], [3.4138, 0.8444, -0.3145], [2.5270, 0.5396, -1.7227], [1.3054, -1.5747, 1.6948], [2.5285, -0.4257, 1.7235], [2.6883, -2.0049, 0.8332], [1.0758, -1.1058, -0.9405]], "nbo_charge": [-0.203, -0.214, -0.207, -0.194, -0.185, -0.121, -0.033, 0.381, -0.586, -0.601, -0.269, -0.513, 0.223, 0.222, 0.223, 0.212, 0.229, 0.148, 0.212, 0.218, 0.208, 0.210, 0.217, 0.211, 0.215], "charge": 0, "gap_ev": [7.58, 7.59], "lumo_ev": [-0.165, -0.164]}

B) {"formula": "C11H13N", "method": "the ωB97M-V functional and the def2-TZVPD basis", "species": ["C", "C", "C", "C", "C", "C", "C", "C", "C", "C", "C", "H", "H", "H", "H", "H", "H", "H", "H", "H", "H", "H", "H", "H", "N"], "positions_angstrom": [[0.4736, -3.2761, 2.6614], [1.0563, -2.9790, 1.5355], [1.6194, -2.4676, 0.4708], [1.4651, -1.0588, 0.0188], [0.5825, 0.2449, -1.7524], [-0.4938, 0.9124, -0.8376], [0.1295, 1.8383, -0.0121], [-0.6855, 2.7695, 0.7216], [-2.1284, 2.7818, 0.4272], [-2.6032, 1.9594, -0.5104], [-1.7633, 1.0055, -1.1282], [-0.4039, -3.7738, 2.6836], [1.2645, -3.1287, 3.3762], [2.3740, -2.8269, -0.1838], [1.1046, -0.3926, 0.8723], [2.5168, -0.8047, -0.3725], [-0.0697, -1.7522, -1.4783], [1.4902, 0.8292, -1.6741], [0.4383, 0.1937, -2.8525], [1.3187, 1.8378, 0.0296], [-0.1419, 3.3654, 1.4353], [-2.6556, 3.6707, 0.8539], [-3.5927, 1.6974, -0.9362], [-2.1173, 0.4803, -2.0651], [0.8218, -1.1255, -1.2828]], "nbo_charge": [-0.506, 0.122, -0.323, -0.239, -0.230, -0.069, -0.201, -0.208, -0.226, -0.220, -0.201, 0.223, 0.236, 0.232, 0.197, 0.195, 0.375, 0.189, 0.205, 0.216, 0.218, 0.223, 0.228, 0.205, -0.642], "charge": 0, "gap_ev": 9.50, "smiles": "C=C=CCNCc1ccccc1", "lumo_ev": 0.929}

Which of them is most stable? Easy: B).